No. 1
A single C6H16BBrO2Si molecule in a non-equilibrium geometry. Source: the OMol25 dataset; level of theory: the ωB97M-V functional and the def2-TZVPD basis.

Last column: Löwdin charge in e.
Cartesian coordinates (Å):
Br: 1.715 3.114 -2.488  0.25
Si: 0.113 2.328 -0.991  0.39
O: -0.181 -0.359 -1.493  -0.31
O: 0.797 2.908 1.798  -0.02
C: -1.772 -1.216 0.408  -0.23
C: 1.555 0.428 1.141  -0.20
C: -1.348 -2.454 1.400  -0.15
C: -1.065 -1.460 -1.079  -0.21
C: 2.649 -0.162 0.073  -0.15
C: -0.933 0.873 -1.796  -0.33
B: 0.870 1.862 0.722  -0.49
H: -1.891 -1.728 -1.899  0.14
H: 3.747 0.246 0.301  0.09
H: -1.396 -0.158 0.813  0.11
H: -2.046 -2.491 2.366  0.09
H: -1.499 -3.455 0.768  0.09
H: -0.194 -2.423 1.683  0.08
H: 0.727 -0.396 1.380  0.09
H: -0.411 -2.450 -0.948  0.13
H: 2.142 0.615 2.157  0.12
H: -0.825 3.464 -0.801  -0.04
H: 2.698 -1.340 0.261  0.09
H: 2.370 -0.025 -1.055  0.07
H: -0.975 0.980 -2.983  0.11
H: -2.048 0.867 -1.435  0.10
H: 0.128 3.593 1.492  0.08
H: -2.929 -1.159 0.205  0.11

Values from the calculation:
E_HOMO, eV: -9.6820
Net charge: 0
SMILES: CCCOC[Si@H](Br)B(O)CC
2S+1: 1
HOMO-LUMO gap, eV: 9.46



No. 2
3 unconnected molecules or ions with the total composition C6H16BCl4N2O in a non-equilibrium geometry. Source: the OMol25 dataset; level of theory: the ωB97M-V functional and the def2-TZVPD basis.

Last column: Löwdin charge in e.
Cartesian coordinates (Å):
Cl: 3.172 2.881 1.457  0.55
Cl: 0.407 -2.220 -2.613  0.63
Cl: 0.503 4.511 2.820  0.53
Cl: -1.472 -4.135 -0.514  0.57
O: -2.492 1.010 0.744  0.15
N: -2.433 -0.695 -1.047  0.19
N: -0.849 1.363 -1.244  0.16
C: 0.673 -0.184 -0.069  0.06
C: 0.393 1.164 -0.396  -0.07
C: -1.244 -4.376 -2.264  -0.64
C: 0.145 -3.982 -2.716  -0.60
C: 2.899 3.234 3.183  -0.64
C: 1.432 3.177 3.550  -0.66
B: -1.949 0.577 -0.493  -0.58
H: -2.013 -3.805 -2.787  0.07
H: 0.291 -4.264 -3.759  0.08
H: 0.915 -4.473 -2.121  0.08
H: 0.976 2.238 3.236  0.06
H: -0.646 0.932 -2.162  0.18
H: 1.019 2.010 -0.020  0.08
H: -2.527 1.980 0.811  0.11
H: -2.652 -1.280 -0.226  0.09
H: 0.768 -0.448 1.016  0.11
H: -1.411 -5.435 -2.464  0.08
H: -1.118 2.355 -1.312  0.19
H: 3.331 4.211 3.399  0.08
H: 0.737 -0.975 -0.869  -0.03
H: 1.318 3.267 4.631  0.08
H: -1.621 -1.122 -1.522  0.00
H: 3.451 2.484 3.751  0.08

Values from the calculation:
E_HOMO, eV: -13.2769
Net charge: +1
2S+1: 1
HOMO-LUMO gap, eV: 9.08



No. 3
A molecular structure, C6H16Br2Cl2InNP. Source: the OMol25 dataset; level of theory: the ωB97M-V functional and the def2-TZVPD basis.

Last column: Löwdin charge in e.
Cartesian coordinates (Å):
In: -0.298 -0.551 -0.790  0.43
Br: -3.158 1.237 0.010  0.54
Br: -2.693 -3.336 -0.383  0.66
Cl: 4.835 3.348 2.164  0.45
Cl: 3.998 5.618 0.498  0.45
P: 0.687 1.510 0.401  0.50
N: 1.704 2.389 -0.484  -0.43
C: -2.560 -0.536 -0.687  -0.83
C: -4.857 -1.493 0.038  -0.19
C: -3.326 -1.549 0.146  -0.88
C: 4.209 3.857 0.577  -1.03
C: 2.292 -2.089 -0.089  -0.23
C: 0.764 -2.288 -0.001  -0.42
H: 2.591 -1.103 -0.456  0.03
H: 4.945 3.580 -0.168  0.02
H: -3.017 -1.447 1.184  0.07
H: 0.450 -3.157 -0.578  -0.01
H: 3.251 3.365 0.385  -0.05
H: 0.152 -0.281 -2.467  -0.09
H: 1.285 1.095 1.621  -0.09
H: -2.975 -0.536 -1.696  0.01
H: -5.155 -0.784 -0.733  0.06
H: 1.761 1.985 -1.413  -0.08
H: -5.295 -1.159 0.979  0.07
H: -5.284 -2.462 -0.207  0.04
H: 2.751 -2.815 -0.766  0.05
H: -0.308 2.314 1.003  -0.11
H: 0.473 -2.502 1.030  0.01
H: 2.778 -2.210 0.882  0.05

Values from the calculation:
E_HOMO, eV: -4.9575
Net charge: -1
2S+1: 1
HOMO-LUMO gap, eV: 7.61



No. 4
A molecular structure, C6H16BrInO7P. Source: the OMol25 dataset; level of theory: the ωB97M-V functional and the def2-TZVPD basis.

Last column: Löwdin charge in e.
Cartesian coordinates (Å):
In: -0.351 0.793 -0.573  -0.06
Br: -2.120 1.408 2.814  0.03
P: -0.819 2.480 1.295  0.18
O: -2.377 -3.449 -2.729  0.14
O: 4.327 3.097 1.006  0.01
O: -3.767 -5.199 -3.016  -0.01
O: -3.977 -3.999 -1.239  0.00
O: 2.795 2.294 2.278  0.00
O: -2.009 3.442 0.571  -0.56
O: 4.482 3.446 3.226  0.11
C: 2.209 2.101 3.568  -0.05
C: -3.594 -2.886 -0.411  -0.02
C: 3.915 2.987 2.269  -0.64
C: 5.535 3.834 0.846  -0.05
C: -3.099 -5.457 -4.249  -0.05
C: -3.280 -4.137 -2.357  -0.64
H: 5.739 3.837 -0.220  0.09
H: 1.959 3.057 4.020  0.10
H: 1.302 1.534 3.396  0.07
H: 5.415 4.855 1.202  0.09
H: -3.732 -1.940 -0.927  0.09
H: -1.498 4.107 0.090  0.00
H: -3.197 -4.611 -4.926  0.10
H: -2.045 -5.665 -4.081  0.09
H: 6.354 3.356 1.378  0.09
H: 0.374 -0.707 0.025  -0.17
H: 0.812 1.612 -1.652  -0.17
H: -4.250 -2.932 0.451  0.09
H: -2.560 -2.973 -0.088  0.10
H: -3.585 -6.330 -4.674  0.09
H: 2.886 1.547 4.215  0.09
H: -1.842 0.497 -1.506  -0.16

Values from the calculation:
E_HOMO, eV: -3.7798
Net charge: -1
2S+1: 1
HOMO-LUMO gap, eV: 6.50



No. 5
A molecular structure, C6H16BrN2O2 in a non-equilibrium geometry. Source: the OMol25 dataset; level of theory: the ωB97M-V functional and the def2-TZVPD basis.

Last column: Löwdin charge in e.
Cartesian coordinates (Å):
Br: 0.938 0.398 1.655  0.37
O: 2.185 0.097 -2.668  0.18
O: -2.853 3.091 1.329  0.12
N: 0.851 -1.774 -1.899  0.11
N: -1.664 1.000 1.001  -0.01
C: -3.019 0.250 0.989  0.03
C: 3.247 -2.088 -2.426  0.02
C: 0.726 -1.348 -0.391  -0.17
C: -1.822 2.433 1.541  -0.34
C: 2.102 -1.095 -2.444  -0.36
C: -0.727 3.003 2.414  -0.04
H: 1.498 -1.649 0.317  0.05
H: -3.658 0.510 0.145  0.10
H: 3.073 -2.821 -3.213  0.10
H: -2.711 -0.783 0.827  0.08
H: -1.326 1.227 0.077  0.15
H: -0.773 4.086 2.529  0.10
H: 0.703 -0.289 -0.134  -0.15
H: 4.210 -1.663 -2.709  0.11
H: -3.543 0.382 1.935  0.11
H: -0.899 0.440 1.349  -0.14
H: 0.009 -1.456 -2.358  0.17
H: 0.894 -2.780 -1.825  0.16
H: 3.389 -2.597 -1.473  0.10
H: -0.238 -1.742 -0.069  0.08
H: -0.872 2.473 3.355  0.10
H: 0.284 2.697 2.143  -0.02

Values from the calculation:
E_HOMO, eV: -11.9595
Net charge: +1
Energy above the lowest of the compared OMol25 structures with the same formula, charge and spin, kcal per mole: 68.7
2S+1: 1
HOMO-LUMO gap, eV: 8.39



No. 6
2 unconnected molecules or ions with the total composition C6H16ClN2 in a non-equilibrium geometry. Source: the OMol25 dataset; level of theory: the ωB97M-V functional and the def2-TZVPD basis.

Last column: Löwdin charge in e.
Cartesian coordinates (Å):
Cl: -3.770 0.541 -0.168  0.58
N: 1.965 -1.149 0.229  0.10
N: -0.715 1.109 0.013  0.24
C: 2.187 0.522 -1.357  0.02
C: -3.695 -0.938 0.868  -0.37
C: 1.813 1.252 1.105  -0.03
C: 0.022 0.104 -0.190  -0.27
C: -0.575 -1.038 -0.935  0.01
C: 1.482 0.177 0.073  -0.54
H: -3.121 -0.641 1.632  -0.01
H: 1.365 -1.777 0.722  0.09
H: -3.434 -1.863 0.353  0.06
H: 0.143 -1.391 -1.676  0.10
H: 1.945 -0.257 -2.050  0.06
H: -0.927 -1.726 -0.201  0.09
H: 2.877 -1.124 0.565  0.08
H: 1.283 2.253 1.109  0.09
H: 1.443 0.909 2.041  0.08
H: -0.242 1.896 0.501  0.13
H: -1.356 -0.713 -1.729  0.14
H: 2.834 1.695 1.235  0.12
H: 3.167 0.683 -1.082  0.06
H: -4.674 -1.030 1.122  0.00
H: 1.750 1.454 -1.945  0.14
H: -1.768 1.052 -0.234  0.04

Values from the calculation:
E_HOMO, eV: -13.4033
Net charge: +1
Energy above the lowest of the compared OMol25 structures with the same formula, charge and spin, kcal per mole: 3.9
2S+1: 1
HOMO-LUMO gap, eV: 9.64



No. 7
A molecular structure, C6H16ClO7S2V in a non-equilibrium geometry. Source: the OMol25 dataset; level of theory: the ωB97M-V functional and the def2-TZVPD basis.

Last column: Löwdin charge in e.
Cartesian coordinates (Å):
V: 3.035 -0.772 -3.070  1.19
Cl: 2.143 0.789 -1.399  0.12
S: -1.816 -0.075 -2.703  0.61
S: 2.197 0.095 4.033  0.61
O: -3.016 -1.077 -3.164  -0.26
O: -0.758 -0.279 -3.649  -0.32
O: -2.414 1.214 -2.460  -0.27
O: 2.545 -1.086 3.291  -0.29
O: 2.911 1.358 3.320  -0.26
O: 3.887 -1.780 -2.156  -0.20
O: 2.453 0.222 5.436  -0.26
C: 3.204 1.267 1.917  -0.31
C: 4.590 0.695 1.758  -0.08
C: -5.292 -0.288 -3.363  -0.06
C: 0.460 0.591 3.777  -0.10
C: -4.261 -0.923 -2.460  -0.28
C: -1.399 -0.875 -1.127  -0.10
H: 0.266 0.690 2.711  0.05
H: 2.446 0.648 1.433  0.06
H: 5.327 1.342 2.231  0.09
H: -0.126 -0.209 4.222  0.07
H: -5.064 0.758 -3.578  0.08
H: -2.175 -0.641 -0.408  0.07
H: -0.437 -0.463 -0.834  0.02
H: 4.683 -0.314 2.159  0.08
H: -4.622 -1.903 -2.142  0.13
H: -5.291 -0.806 -4.323  0.09
H: -1.400 -1.933 -1.370  0.08
H: 4.894 0.578 0.711  0.07
H: -4.180 -0.333 -1.547  0.11
H: 3.184 2.245 1.438  0.12
H: 0.322 1.554 4.255  0.07
H: -6.295 -0.287 -2.940  0.09

Values from the calculation:
E_HOMO (alpha / beta), eV: -13.3641 / -13.3643
Net charge: +1
Energy above the lowest of the compared OMol25 structures with the same formula, charge and spin, kcal per mole: 22.1
2S+1: 2
HOMO-LUMO gap (alpha / beta), eV: 4.42 / 5.15



No. 8
A molecular structure, C6H16F6N4PScSi in a non-equilibrium geometry. Source: the OMol25 dataset; level of theory: the ωB97M-V functional and the def2-TZVPD basis.

Last column: Löwdin charge in e.
Cartesian coordinates (Å):
Sc: -0.720 -0.249 -0.050  0.99
P: -3.511 -1.288 2.189  0.56
Si: -0.220 0.385 -2.805  0.37
F: -4.569 -0.215 1.366  -0.21
F: -3.928 -2.542 1.091  -0.20
F: -3.095 -0.035 3.288  -0.21
F: -4.799 -1.765 3.222  -0.20
F: -2.453 -2.362 3.013  -0.20
F: -2.224 -0.811 1.157  -0.30
N: 2.425 -0.668 3.262  0.18
N: 0.637 -0.483 1.532  0.10
N: 3.150 1.582 2.847  0.18
N: 4.166 0.339 4.368  0.17
C: 0.959 0.378 -1.397  -0.16
C: 3.173 0.364 3.445  -0.49
C: -0.945 -1.325 -3.043  -0.19
C: 1.458 -0.585 2.344  -0.17
C: -1.594 1.616 -2.485  -0.15
C: 0.702 0.884 -4.365  -0.13
H: 4.076 1.967 2.692  0.13
H: 1.136 1.883 -4.255  0.05
H: -1.632 -1.337 -3.895  0.06
H: -0.157 -2.059 -3.233  0.06
H: 0.026 0.898 -5.225  0.06
H: 1.372 1.346 -1.048  0.06
H: -2.158 1.346 -1.587  0.02
H: 4.105 -0.486 4.957  0.13
H: -1.499 -1.640 -2.154  -0.02
H: 1.512 0.180 -4.578  0.05
H: 4.201 1.181 4.933  0.13
H: -0.452 -2.023 -0.542  0.04
H: -1.190 2.623 -2.344  0.06
H: 1.756 -0.393 -1.379  0.07
H: -2.290 1.644 -3.328  0.07
H: 2.585 1.651 2.006  0.10

Values from the calculation:
E_HOMO (alpha / beta), eV: -13.8132 / -13.7903
Net charge: +1
2S+1: 2
HOMO-LUMO gap (alpha / beta), eV: 9.34 / 6.41



No. 9
A molecular structure, C6H16I2N3 in a non-equilibrium geometry. Source: the OMol25 dataset; level of theory: the ωB97M-V functional and the def2-TZVPD basis.

Last column: Löwdin charge in e.
Cartesian coordinates (Å):
I: 6.135 0.630 0.262  0.86
I: 3.224 -1.298 0.293  0.99
N: 2.241 1.370 -1.229  -0.05
N: 3.519 1.370 -0.979  -0.25
N: 0.067 0.041 -0.784  0.13
C: 4.136 0.399 -0.350  -1.32
C: -2.949 0.290 0.355  -0.03
C: -2.092 -1.943 -0.444  -0.10
C: -0.426 -0.429 0.554  -0.43
C: -1.918 -0.867 0.589  -0.37
C: -0.145 0.649 1.541  -0.06
H: -3.618 0.185 1.180  0.08
H: 2.023 2.180 -1.823  0.09
H: -2.207 -1.418 1.527  0.16
H: 4.159 2.119 -1.291  0.15
H: 0.069 -1.302 0.802  0.08
H: -0.931 1.479 1.582  0.10
H: 1.092 0.489 -0.841  0.01
H: -0.176 -0.687 -1.456  0.13
H: -1.128 -2.431 -0.779  0.09
H: -2.747 -2.850 -0.081  0.13
H: -0.196 0.113 2.501  0.10
H: -0.500 0.972 -1.020  0.21
H: -3.559 0.191 -0.537  0.08
H: -2.320 1.161 0.391  0.04
H: 0.861 1.164 1.345  0.10
H: -2.611 -1.579 -1.310  0.06

Values from the calculation:
E_HOMO (alpha / beta), eV: -11.8437 / -11.8419
Net charge: +1
Energy above the lowest of the compared OMol25 structures with the same formula, charge and spin, kcal per mole: 0.0
2S+1: 1
HOMO-LUMO gap (alpha / beta), eV: 8.49 / 8.48



Values for electronic energy, eV, ordered as above
-89171.52033; -62269.58406; -187563.89827; -105319.49292; -83590.21898; -21976.25614; -80683.38815; -66610.85800; -27143.96607